Entry 1:
Here is a molecular structure, C20H53F6MgO27S6 at a distorted geometry from OMol25. Energies are from ωB97M-V/def2-TZVPD.

LUMO = 0.010 eV
largest force on an atom = 3.95 eV/A
HOMO energy = -0.201 Ha
total charge = -1
calculated total energy = -6013.8002 hartree
M = 1056.31 g mol⁻¹

Geometry as XYZ:
```
113
C20H53F6MgO27S6, DFT ωB97M-V/def2-TZVPD
Mg 2.63760 3.10193 -0.91102
C 0.43933 7.06715 -1.14172
F 0.40656 8.34145 -0.77850
F -0.80486 6.64716 -1.33080
F 1.07520 6.97702 -2.32367
S 1.36046 6.06924 0.13961
O 0.45062 5.96690 1.26570
O 1.54408 4.72491 -0.46742
O 2.58405 6.79864 0.41658
C -5.02514 3.51021 1.38340
F -4.45968 3.95705 0.26017
F -5.43666 4.55064 2.06755
F -6.04040 2.71547 1.01486
S -3.77906 2.45438 2.33972
O -2.74665 3.44030 2.66612
O -4.44978 1.97416 3.53176
O -3.34660 1.39251 1.41587
C 1.67156 -0.13559 1.41560
C 1.13086 0.67402 0.24427
C -0.30343 0.33393 -0.19517
O 1.45416 2.03252 0.28358
H 2.67977 0.21761 1.63915
H 1.75786 -1.21068 1.24895
H 1.03773 0.01013 2.29340
H 1.68245 0.35516 -0.67408
H -0.46454 -0.74508 -0.18868
H -0.48053 0.71024 -1.20525
H -1.06996 0.79078 0.44250
O -4.80299 3.08625 -5.93498
S -4.73183 1.65365 -5.77896
O -4.92568 0.76869 -6.89788
O -3.30664 1.31640 -5.10978
C -2.83757 -0.06373 -5.20050
C -1.54803 -0.10933 -4.39337
C -5.88879 1.13874 -4.50832
H -2.71963 -0.41594 -6.22295
H -3.68801 -0.57454 -4.74448
H -1.17560 -1.08372 -4.08186
H -1.80263 0.38494 -3.45468
H -0.78713 0.37726 -5.00290
H -5.73528 1.73392 -3.61279
H -5.81361 0.06595 -4.33291
H -6.89430 1.23759 -4.91617
O 6.73100 -1.88661 3.79105
S 5.41058 -1.35630 3.62351
O 5.06441 -0.56431 2.47878
O 4.37213 -2.58503 3.85829
C 4.35371 -3.61736 2.87387
C 3.94238 -3.17755 1.50157
C 4.96388 -0.41958 5.08245
H 3.57539 -4.31415 3.20021
H 5.22672 -4.27623 2.88232
H 4.48585 -2.29431 1.17130
H 2.86280 -3.06507 1.39928
H 4.14398 -3.94205 0.74381
H 4.87838 -1.13659 5.89464
H 4.12770 0.27101 5.01683
H 5.83412 0.22475 5.22598
O -2.79530 -5.60994 1.59455
S -2.98387 -4.23442 1.18377
O -4.24450 -3.56779 1.36084
O -1.78005 -3.30243 1.79084
C -1.98181 -1.89670 1.97831
C -2.86022 -1.54809 3.16907
C -2.48541 -4.04304 -0.55401
H -2.41301 -1.40768 1.09273
H -0.96771 -1.49380 1.97702
H -3.73454 -2.19665 3.16724
H -3.20995 -0.51902 3.18853
H -2.32403 -1.89395 4.05974
H -3.15386 -4.53188 -1.25666
H -1.47435 -4.42982 -0.63027
H -2.57991 -2.96044 -0.63578
O 2.99010 -0.22524 -4.02173
S 3.65675 -1.41288 -4.46061
O 5.09774 -1.43338 -4.36812
O 3.01761 -2.73111 -3.78917
C 1.91615 -2.57504 -2.87183
C 2.37717 -2.47570 -1.43941
C 3.16008 -1.61916 -6.21180
H 1.19910 -3.38412 -2.99264
H 1.42765 -1.64056 -3.15690
H 1.66497 -1.97274 -0.78559
H 3.28489 -1.87210 -1.31048
H 2.76900 -3.40428 -1.02238
H 2.07969 -1.55197 -6.24038
H 3.72311 -2.43961 -6.64160
H 3.59212 -0.69115 -6.59088
O -1.34247 3.96826 -0.27498
H -0.98546 3.10152 -0.05477
H -1.42725 3.96081 -1.23292
O -0.04312 2.99922 2.51855
H 0.26573 2.58839 1.68861
H 0.15139 2.34625 3.19888
O -3.25850 1.42222 -1.46358
H -3.52665 1.62797 -0.54309
H -2.30606 1.51516 -1.46418
O 1.69665 2.62669 -2.66382
H 0.96505 3.09475 -3.08924
H 1.70860 1.74961 -3.07069
O -1.32708 2.90463 -3.07529
H -1.67246 2.33974 -3.78010
H -0.94461 3.66505 -3.53346
C 0.58866 -2.32594 6.83649
C 1.85798 -3.21257 6.75169
O 1.87079 -3.56477 5.39241
C 1.23789 -2.61631 4.68832
O 1.28364 -2.43852 3.51294
O 0.47305 -1.84420 5.49434
H 0.81618 -1.46891 7.46894
H -0.30126 -2.84706 7.18215
H 1.72141 -4.02209 7.46629
H 2.70995 -2.60412 7.06029
```

***

Entry 2:
Here is 10 unconnected molecules or ions with the total composition C20H54BN10O19P at a distorted geometry from OMol25. Energies are from ωB97M-V/def2-TZVPD.

LUMO = -0.768 eV
largest force on an atom = 2.74 eV/A
HOMO energy = -0.294 Ha
SMILES string = CCCCCCCCCCCBP(N)O.C[N+](=O)[O-].C[N+](=O)[O-].C[N+](=O)[O-].C[N+](=O)[O-].C[N+](=O)[O-].C[N+](=O)[O-].C[N+](=O)[O-].C[N+](=O)[O-].C[N+](=O)[O-]
total charge = 0
calculated total energy = -3136.6507 hartree
M = 780.49 g mol⁻¹

Geometry as XYZ:
```
105
C20H54BN10O19P, DFT ωB97M-V/def2-TZVPD
C -0.23130 -0.57424 -7.72525
C 0.59346 0.34531 -6.64573
C 0.21912 -0.11650 -5.08941
C 0.51669 1.21616 -4.14709
C -0.11308 0.90138 -2.66599
C 1.10072 0.71351 -1.53159
C 0.45632 -0.28427 -0.37653
C 0.70979 0.28565 1.17465
C 1.60011 -0.91987 1.91661
C 1.66673 -0.76969 3.54780
C 2.73371 -1.78472 4.28441
B 3.21552 -3.06154 3.36729
P 3.26062 -4.90211 3.90211
N 2.24888 -5.23178 5.33377
O 4.94579 -5.18344 4.35765
H -0.36878 -1.66199 -7.29846
H -1.27422 -0.05474 -7.89531
H 0.36975 -0.56800 -8.73396
H 1.76114 0.22273 -6.75580
H 0.23424 1.47480 -6.73929
H -0.90397 -0.45593 -5.07848
H 0.94773 -0.96010 -4.71147
H 1.66381 1.41272 -4.00752
H -0.07754 2.15863 -4.56717
H -0.78972 1.78020 -2.23194
H -0.72153 -0.10849 -2.72279
H 1.44866 1.74729 -1.07949
H 2.07677 0.22505 -2.00312
H 1.01918 -1.32822 -0.50666
H -0.67866 -0.49871 -0.56464
H -0.36445 0.40278 1.63913
H 1.27311 1.31645 1.19408
H 1.03764 -1.92745 1.61145
H 2.67253 -0.85217 1.39694
H 0.55052 -0.89271 3.94434
H 2.03125 0.34569 3.76515
H 2.27412 -2.06962 5.32383
H 3.71356 -1.13371 4.48621
H 3.61373 -2.82248 2.26253
H 2.70104 -6.06628 5.81157
H 1.32727 -5.63150 4.98465
H 5.43343 -5.08282 3.47604
C 4.33881 3.01757 -1.56580
N 4.33086 2.05980 -2.70431
O 4.10651 2.52024 -3.82978
O 4.55023 0.87284 -2.43610
H 4.13262 4.02025 -1.94613
H 3.56213 2.70346 -0.86547
H 5.32850 2.97539 -1.10653
C -2.71653 -2.76712 1.03546
N -3.31664 -1.77439 0.10382
O -2.70399 -1.53930 -0.94424
O -4.38583 -1.25928 0.45081
H -1.78360 -3.13686 0.60481
H -2.52881 -2.25820 1.98314
H -3.43428 -3.58094 1.15694
C 6.89602 5.80311 -4.13842
N 6.91771 5.98681 -2.66215
O 7.41125 5.07692 -1.98573
O 6.43885 7.03927 -2.22403
H 7.34693 4.83859 -4.38112
H 5.85257 5.83259 -4.45889
H 7.47061 6.61952 -4.58060
C -4.93770 -0.15069 -2.99010
N -5.75339 0.34116 -4.13304
O -6.94749 0.02077 -4.15553
O -5.17202 1.03510 -4.97528
H -5.57461 -0.74453 -2.33114
H -4.13078 -0.76167 -3.39991
H -4.54685 0.72272 -2.46416
C 3.60051 -2.84830 -5.48320
N 2.78482 -2.35645 -6.62614
O 1.59072 -2.67684 -6.64863
O 3.36619 -1.66250 -7.46838
H 2.96360 -3.44214 -4.82424
H 4.40744 -3.45927 -5.89301
H 3.99136 -1.97489 -4.95726
C -9.50908 0.86124 -2.09753
N -9.48739 1.04494 -0.62126
O -8.99385 0.13505 0.05516
O -9.96625 2.09740 -0.18314
H -9.05817 -0.10328 -2.34024
H -10.55253 0.89072 -2.41800
H -8.93449 1.67765 -2.53972
C 2.59147 0.00600 8.28233
N 1.77578 0.49785 7.13938
O 0.58167 0.17746 7.11689
O 2.35714 1.19180 6.29715
H 1.95455 -0.58784 8.94128
H 3.39839 -0.60497 7.87252
H 2.98231 0.87941 8.80827
C 3.88888 -4.40382 9.62770
N 3.94400 -2.97111 10.02508
O 3.34604 -2.64672 11.05767
O 4.58611 -2.21262 9.28935
H 3.29403 -4.95145 10.36171
H 3.42515 -4.45436 8.64040
H 4.91396 -4.77916 9.60480
C -10.58045 4.16434 1.71560
N -10.52533 5.59704 2.11299
O -11.12329 5.92144 3.14557
O -9.88323 6.35554 1.37726
H -11.17530 3.61670 2.44961
H -11.04418 4.11379 0.72830
H -9.55537 3.78899 1.69271
```